This record from OMol25 describes C5H8AlF3O4S as an isolated structure. The level of theory is ωB97M-V with the def2-TZVPD basis set.

The geometry in ORCA input format:
```
! wB97M-V def2-TZVPD RIJCOSX def2/J DEFGRID3
* xyz 2 1
Al 0.73166 1.89564 -0.88254
C -2.53500 1.83515 1.48298
F -2.84176 0.80493 2.29141
F -2.89122 1.64899 0.26213
F -2.95782 3.01131 1.90700
S -0.56450 1.93915 1.35731
O -0.17652 3.19569 0.68100
O -0.08370 1.77756 2.72580
O -0.13805 0.84276 0.47418
C 0.99949 -2.05822 -0.07773
C 1.71858 -1.68135 -1.32678
C 0.84680 -0.69740 -1.99431
O 0.43052 0.10323 -0.82409
C 0.12515 -0.88055 0.21909
H 1.65225 -2.20317 0.78308
H 0.38136 -2.94452 -0.22086
H 2.00875 -2.57562 -1.87829
H 2.68282 -1.29994 -0.99079
H -0.05695 -0.97348 -2.53755
H 1.46340 -0.13924 -2.69883
H -0.91694 -1.12913 0.01820
H 0.12174 -0.47172 1.22951
*
```

- lowest unoccupied orbital energy (eV) = -14.1
- highest occupied orbital energy (eV) = -18.76
- Kohn-Sham gap (eV) = 4.63
- ΔE to the lowest compared entry with this formula, charge and spin (eV) = 2.7201

---

This record from OMol25 describes an isolated ion of composition C5H8BO4 and charge -1. The level of theory is ωB97M-V with the def2-TZVPD basis set.

The geometry in ORCA input format:
```
! wB97M-V def2-TZVPD RIJCOSX def2/J DEFGRID3
* xyz -1 1
C 3.77632 0.76039 -0.87109
C 2.75349 0.23858 -0.53028
C 1.51059 -0.30153 0.02211
C 0.84351 0.83333 0.90781
O -0.53986 0.59011 0.88039
B -0.66305 -0.63602 0.02247
C -2.12829 -0.93658 -0.61838
O -2.87136 0.25564 -0.97608
O -3.62962 0.63964 0.15366
O 0.48494 -0.55203 -0.90854
H 4.74884 1.17152 -0.92415
H 1.63924 -1.25324 0.54474
H 1.31933 0.81008 1.89352
H 0.96546 1.75352 0.32999
H -0.49313 -1.57461 0.83993
H -1.97938 -1.52874 -1.52600
H -2.69861 -1.50013 0.11817
H -3.03841 1.23008 0.64172
*
```

- lowest unoccupied orbital energy (eV) = 3.7
- highest occupied orbital energy (eV) = -4.06
- Kohn-Sham gap (eV) = 7.78

---

This record from OMol25 describes a 2-piece molecular cluster, C5H8Br2 overall. The level of theory is ωB97M-V with the def2-TZVPD basis set.

The geometry in ORCA input format:
```
! wB97M-V def2-TZVPD RIJCOSX def2/J DEFGRID3
* xyz 0 1
C 0.04975 1.55462 0.96525
C -2.61842 -0.24617 0.30887
C 0.91355 0.67046 1.48788
C -2.62665 -1.49946 -0.45679
C 0.74794 -0.37995 2.48624
Br -3.91977 0.96458 -0.28340
Br 2.70895 0.76455 0.70002
H -0.95072 1.48770 1.16801
H 0.37434 2.28303 0.26777
H -1.69437 -1.26196 -1.12096
H -3.46434 -1.60846 -1.19747
H -2.46766 -2.40251 0.08535
H 1.22730 -0.19654 3.48359
H 1.32293 -1.29767 2.25207
H -0.18691 -0.71087 2.60747
*
```

- lowest unoccupied orbital energy (eV) = -0.7
- highest occupied orbital energy (eV) = -8.86
- Kohn-Sham gap (eV) = 8.19
- ΔE to the lowest compared entry with this formula, charge and spin (eV) = 4.0619

---

This record from OMol25 describes C5H8BrClN3 as an isolated structure. The level of theory is ωB97M-V with the def2-TZVPD basis set.

The geometry in ORCA input format:
```
! wB97M-V def2-TZVPD RIJCOSX def2/J DEFGRID3
* xyz 1 1
C -0.18015 0.81456 -1.67523
C 0.06825 1.45881 0.46173
C 0.28211 -0.51696 -1.59908
C -0.46566 -0.97087 0.16241
C 0.25469 -2.18401 0.70101
N -0.11899 1.77343 -0.82853
N -0.18480 0.25880 1.01645
N 0.41806 2.44641 1.25555
Cl -0.97074 1.27261 -3.18663
Br -2.38685 -1.03922 -0.17049
H -0.00681 -1.27153 -2.33093
H 1.36098 -0.62847 -1.40827
H -0.30973 -2.98468 1.04347
H 0.73621 -1.82495 1.54869
H 0.88800 -2.53046 -0.11294
H -0.33008 0.17731 1.97662
H 0.22259 3.38089 0.94510
H 0.72291 2.36833 2.20107
*
```

- lowest unoccupied orbital energy (eV) = -4.9
- highest occupied orbital energy (eV) = -14.08
- Kohn-Sham gap (eV) = 9.13
- ΔE to the lowest compared entry with this formula, charge and spin (eV) = 1.2873

---

This record from OMol25 describes C5H8BrClO2 as an isolated structure. The level of theory is ωB97M-V with the def2-TZVPD basis set.

The geometry in ORCA input format:
```
! wB97M-V def2-TZVPD RIJCOSX def2/J DEFGRID3
* xyz 0 1
C 1.46860 2.30859 0.86138
C 1.59544 1.56480 -0.43589
C 0.75543 1.15393 1.67769
C 0.70750 0.56094 -0.48529
C -3.22821 -0.04106 0.22676
O 0.05024 0.38446 0.69836
O 0.42406 -0.37603 -1.37949
Cl -3.61797 0.00896 1.90075
Br -4.38938 -1.32358 -0.63529
H 2.54525 2.57791 1.14012
H 0.78564 3.17519 0.88041
H -3.23073 1.02065 -0.17427
H 2.30754 2.05069 -1.14060
H 1.50438 0.60355 2.14906
H -0.01180 1.46635 2.41438
H -2.15235 -0.41781 0.17886
H 0.73858 -0.15793 -2.17887
*
```

- lowest unoccupied orbital energy (eV) = 0.6
- highest occupied orbital energy (eV) = -8.41
- Kohn-Sham gap (eV) = 9.02
- ΔE to the lowest compared entry with this formula, charge and spin (eV) = 1.4157

---

This record from OMol25 describes the molecule C5H8BrN. The level of theory is ωB97M-V with the def2-TZVPD basis set.

The geometry in ORCA input format:
```
! wB97M-V def2-TZVPD RIJCOSX def2/J DEFGRID3
* xyz 0 1
C 0.19767 -0.96768 0.45603
C -1.30732 -0.93424 0.52491
C 0.94617 -0.81213 -0.83907
C 1.00849 0.27402 0.24341
C 0.52884 1.66825 0.01427
N -1.94632 0.11734 0.07953
Br -3.77518 0.18687 0.00580
H 0.71007 -1.66902 1.13976
H -1.69366 -1.95581 0.72789
H 0.37409 -0.64862 -1.77166
H 1.76533 -1.50608 -1.09942
H 1.90055 0.15726 0.81012
H 0.78043 1.77658 -1.05690
H 1.03892 2.56691 0.59868
H -0.52809 1.74634 0.16665
*
```

- lowest unoccupied orbital energy (eV) = 0.7
- highest occupied orbital energy (eV) = -9.47
- Kohn-Sham gap (eV) = 10.20
- ΔE to the lowest compared entry with this formula, charge and spin (eV) = 1.8032

---

This record from OMol25 describes a 2-piece molecular cluster, C5H8BrN2 overall. The level of theory is ωB97M-V with the def2-TZVPD basis set.

The geometry in ORCA input format:
```
! wB97M-V def2-TZVPD RIJCOSX def2/J DEFGRID3
* xyz 1 1
C 2.25391 0.04516 0.01870
C 1.85489 1.36993 -0.10485
C 0.01782 -0.67994 0.09091
C 1.36774 -0.97305 -0.00537
C 0.52504 1.63466 0.01739
N -0.39537 0.61817 0.14179
N -0.86332 -1.60495 0.37596
Br -3.98411 -0.25231 -0.46372
H 3.39618 -0.12054 0.14092
H 2.52169 2.30292 -0.23174
H -4.71074 0.31115 -1.48350
H 1.57026 -2.05815 0.08985
H 0.07259 2.67550 0.21976
H -1.31860 0.58118 0.50509
H -0.53651 -2.58203 0.28831
H -1.77149 -1.26770 0.40048
*
```

- lowest unoccupied orbital energy (eV) = -4.1
- highest occupied orbital energy (eV) = -13.52
- Kohn-Sham gap (eV) = 9.44
- ΔE to the lowest compared entry with this formula, charge and spin (eV) = 1.0340

---

This record from OMol25 describes an isolated ion of composition C5H8BrN2 and charge +1. The level of theory is ωB97M-V with the def2-TZVPD basis set.

The geometry in ORCA input format:
```
! wB97M-V def2-TZVPD RIJCOSX def2/J DEFGRID3
* xyz 1 1
C 0.71870 -0.30160 1.30205
C 1.09948 -1.42881 0.60365
C -0.48967 0.94397 -0.59439
C -0.53940 0.38234 0.87126
C 0.37499 -2.11147 -0.37593
N -0.19272 0.15957 -1.52833
N -0.62506 2.24396 -0.54418
Br -1.46154 -2.46131 -0.31167
H 1.25521 0.12635 2.11919
H 2.09658 -1.81663 0.76957
H -1.33935 -0.29811 0.82133
H -0.62456 1.20580 1.56041
H 0.84464 -2.65210 -1.17203
H 0.25784 0.42114 -2.38909
H -0.94430 2.81022 0.22277
H -0.43085 2.77668 -1.35459
*
```

- lowest unoccupied orbital energy (eV) = -6.2
- highest occupied orbital energy (eV) = -13.84
- Kohn-Sham gap (eV) = 7.68
- ΔE to the lowest compared entry with this formula, charge and spin (eV) = 3.5815

---

This record from OMol25 describes C5H8BrN2PS as an isolated structure. The level of theory is ωB97M-V with the def2-TZVPD basis set.

The geometry in ORCA input format:
```
! wB97M-V def2-TZVPD RIJCOSX def2/J DEFGRID3
* xyz 0 1
N -3.74802 1.23179 1.55843
P -2.71774 0.57090 0.56730
S -0.79265 1.61083 0.56064
C 0.38961 0.38017 -0.01492
C 1.36442 0.56863 -1.04184
C 2.24960 -0.54967 -1.40518
N 2.34045 -1.80714 -0.89096
C 1.40838 -1.90942 0.12033
C 0.45128 -0.98454 0.59590
H -3.96255 0.51044 2.25752
H -3.15168 0.49364 -0.78285
H -2.42115 -0.75666 1.01150
H -0.89563 2.61538 -0.37157
H 1.45229 1.54488 -1.56072
H 2.95678 -0.34859 -2.24421
H 1.42007 -2.89902 0.64668
H -0.24467 -1.26614 1.41363
Br 3.90123 0.99453 -0.41967
*
```

- lowest unoccupied orbital energy (eV) = -1.4
- highest occupied orbital energy (eV) = -6.89
- Kohn-Sham gap (eV) = 5.46

---

This record from OMol25 describes the molecule C5H8BrOP. The level of theory is ωB97M-V with the def2-TZVPD basis set.

The geometry in ORCA input format:
```
! wB97M-V def2-TZVPD RIJCOSX def2/J DEFGRID3
* xyz 0 1
C -0.74392 1.87711 0.84639
C -0.23072 0.05721 -0.89664
C 0.41540 -0.93063 0.16970
C 1.53391 -0.36440 0.94118
C -1.58854 -0.54070 -1.30308
O 1.83936 2.37332 1.52647
P 0.82845 1.37237 1.14023
Br 0.90468 0.97934 -1.98491
H -1.62777 1.14914 0.83443
H -0.37497 -1.09859 0.84501
H 0.70248 -1.85942 -0.31464
H 1.73957 -0.88482 1.76925
H 2.46760 -0.25941 0.36507
H -1.81417 -0.38238 -2.39528
H -2.38810 0.07735 -0.77335
H -1.66326 -1.56549 -0.76982
*
```

- lowest unoccupied orbital energy (spin up / spin down) (eV) = -0.8 / -1.1
- highest occupied orbital energy (spin up / spin down) (eV) = -8.67 / -8.48
- Kohn-Sham gap (spin up / spin down) (eV) = 7.89 / 7.34
- ΔE to the lowest compared entry with this formula, charge and spin (eV) = 5.2706

---

Max |F| list, top to bottom, in eV/A: 18.01; 1.46; 4.60; 4.82; 5.14; 3.06; 3.72; 3.09; 3.98; 4.99
Calculated total energy list, top to bottom, in Ha: -1435.4335; -521.0459; -5343.1744; -3393.5149; -3379.9365; -2823.9831; -2878.5949; -2878.5013; -3618.1871; -3185.7261